# 1
The following is a DFT calculation (wB97M-V/def2-TZVPD) of a 2-piece molecular cluster, C3H5ClN2O2 overall in a non-equilibrium geometry.

Properties
gap between HOMO and LUMO	0.394	Eh
energy above the lowest of the compared OMol25 structures with the same formula, charge and spin	353.56	kJ/mol
largest force on an atom	2.96	eV Å⁻¹
SMILES	O/N=C/Cl.CN=C=O
HOMO	-10.0	eV
LUMO	0.7	eV

Structure (XYZ):
```
13
Properties=species:S:1:pos:R:3:mulliken_charge:R:1
C 1.3735 -1.2329 0.7448 0.46
C 2.2391 0.8481 -0.5300 -0.67
C -1.9098 0.1475 0.5599 0.00
N -2.2475 0.4957 -0.5943 -0.17
N 1.8317 -0.2817 0.2224 -0.15
O 1.0612 -2.1628 1.4093 -0.53
O -3.0190 -0.3564 -1.3360 -0.32
Cl -1.1502 1.2936 1.5136 -0.12
H 3.1709 1.1840 -0.1273 0.29
H 2.3657 0.5661 -1.5271 0.32
H 1.5795 1.6546 -0.4171 0.29
H -2.0731 -0.9231 1.0044 0.28
H -3.2218 -1.2326 -0.9227 0.31
```


# 2
The following is a DFT calculation (wB97M-V/def2-TZVPD) of an isolated ion of composition C5H14N2 and charge -1 in a non-equilibrium geometry.

Properties
gap between HOMO and LUMO (spin up / spin down)	0.087 / 0.325	Eh
energy above the lowest of the compared OMol25 structures with the same formula, charge and spin	140.44	kJ/mol
largest force on an atom	3.58	eV Å⁻¹
multiplicity	2
HOMO (spin up / spin down)	1.5 / -5.1	eV
net charge	-1
LUMO (spin up / spin down)	3.9 / 3.8	eV

Structure (XYZ):
```
21
Properties=species:S:1:pos:R:3:mulliken_charge:R:1
C -2.6362 -0.2473 -0.0586 -2.13
N -1.4476 0.4548 0.4813 -0.56
C -0.1293 -1.3084 1.7986 -3.04
C -0.2815 -0.4015 0.5569 1.68
C 1.0365 0.3081 0.2125 -2.18
N 1.0960 0.7786 -1.1481 -0.12
C 2.3186 0.5579 -1.8514 -1.46
H -3.4854 0.4307 0.0406 0.58
H -2.8553 -1.1931 0.4453 0.50
H -2.4993 -0.2903 -1.1428 0.42
H -1.6814 0.6399 1.4553 0.42
H 0.8805 -1.7241 1.7930 0.87
H -0.3765 -0.7429 2.6912 0.85
H -0.8147 -2.1588 1.6651 0.30
H -0.2520 -1.0195 -0.3607 0.32
H 1.1738 1.1435 0.9425 0.37
H 1.9391 -0.2991 0.3171 0.67
H 0.7894 1.7266 -1.2983 0.26
H 3.2544 0.6452 -1.2327 0.41
H 2.4110 -0.5629 -1.9724 0.38
H 2.4198 0.9712 -2.8525 0.46
```


# 3
The following is a DFT calculation (wB97M-V/def2-TZVPD) of one molecule with the formula C14H22BrNO.

Properties
gap between HOMO and LUMO	0.328	Eh
energy above the lowest of the compared OMol25 structures with the same formula, charge and spin	0.00	kJ/mol
largest force on an atom	0.60	eV Å⁻¹
SMILES	CCN(CC)CCCOc1ccc(C)cc1Br
HOMO	-8.1	eV
LUMO	0.8	eV

Structure (XYZ):
```
39
Properties=species:S:1:pos:R:3:mulliken_charge:R:1
C -2.3357 -2.6782 -2.6696 -1.12
H -3.3152 -2.2068 -2.6978 0.45
H -1.7147 -2.2252 -3.4386 0.29
H -2.4608 -3.7348 -2.8921 0.23
C -1.7098 -2.4748 -1.2842 -0.63
N -0.3345 -2.8879 -1.1151 0.37
C 0.6333 -2.0971 -1.8468 -0.90
H 0.2226 -1.0927 -1.9630 0.56
C 1.9550 -1.9737 -1.0792 -1.14
C 1.7197 -1.3778 0.3042 -0.77
O 1.1942 -0.0790 0.1218 -0.23
C 0.7091 0.5958 1.1849 0.84
C 0.8487 0.2380 2.5203 -0.34
C 0.3173 1.0383 3.5190 -0.85
C -0.3639 2.2100 3.2277 0.69
C -0.5132 2.5711 1.8920 -0.48
C 0.0117 1.7735 0.9006 -0.17
Br -0.2035 2.2383 -0.9281 -0.17
H -1.0441 3.4735 1.6280 0.41
C -0.9490 3.0689 4.3067 -1.42
H -0.5610 2.7841 5.2811 0.35
H -2.0338 2.9629 4.3247 0.29
H -0.7199 4.1178 4.1292 0.36
H 0.4426 0.7374 4.5488 0.30
H 1.3778 -0.6632 2.7865 0.38
H 0.9980 -1.9985 0.8492 0.49
H 2.6616 -1.3289 0.8686 0.50
H 2.6252 -1.3222 -1.6409 0.43
H 2.4307 -2.9475 -0.9647 0.38
H 0.8420 -2.4901 -2.8528 0.36
C -0.0832 -4.3137 -1.0588 -0.74
C 0.2171 -5.0372 -2.3789 -1.06
H -0.5542 -4.8495 -3.1199 0.22
H 0.2646 -6.1077 -2.1937 0.43
H 1.1742 -4.7226 -2.7875 0.26
H -0.9582 -4.7745 -0.5937 0.45
H 0.7666 -4.4773 -0.3840 0.29
H -1.7531 -1.4092 -1.0363 0.23
H -2.3083 -3.0100 -0.5399 0.45
```


# 4
The following is a DFT calculation (wB97M-V/def2-TZVPD) of a 2-piece molecular cluster, CH2N2S2 overall in a non-equilibrium geometry.

Properties
gap between HOMO and LUMO (spin up / spin down)	0.266 / 0.253	Eh
energy above the lowest of the compared OMol25 structures with the same formula, charge and spin	324.92	kJ/mol
largest force on an atom	3.98	eV Å⁻¹
HOMO (spin up / spin down)	-9.8 / -9.7	eV
LUMO (spin up / spin down)	-2.6 / -2.8	eV

Structure (XYZ):
```
7
Properties=species:S:1:pos:R:3:mulliken_charge:R:1
C 0.9946 -0.2636 0.1917 0.63
N 2.1445 -0.3202 0.2135 -0.44
N -0.2573 -0.3613 0.3112 -0.41
S -1.3215 -1.6082 0.2937 -0.03
S -0.5833 1.9936 0.1723 -0.09
H -1.7528 -1.5472 -1.0769 0.17
H 0.7758 2.1070 -0.1056 0.18
```


# 5
The following is a DFT calculation (wB97M-V/def2-TZVPD) of C38H21Br4IrN4O8S3 as an isolated structure.

Properties
gap between HOMO and LUMO (spin up / spin down)	0.179 / 0.208	Eh
energy above the lowest of the compared OMol25 structures with the same formula, charge and spin	315.78	kJ/mol
largest force on an atom	0.99	eV Å⁻¹
multiplicity	2
HOMO (spin up / spin down)	-3.8 / -4.6	eV
net charge	-1
LUMO (spin up / spin down)	1.1 / 1.1	eV

Structure (XYZ):
```
79
Properties=species:S:1:pos:R:3:mulliken_charge:R:1
Ir -1.0630 -0.8313 1.3407 2.92
O -5.5605 3.6520 1.5647 -0.56
C -4.5130 2.7974 1.5285 0.90
C -3.2477 3.1329 1.9807 -0.66
C -2.2256 2.2076 1.8943 -0.48
N -2.3853 0.9726 1.3921 0.06
C -3.6494 0.6422 1.0517 0.39
C -4.7195 1.5100 1.0726 -0.69
C -3.9017 -0.8066 0.7175 0.24
O -4.9480 -1.1495 0.1943 -0.76
O -2.9314 -1.5741 1.0661 -0.72
C -0.9653 2.6144 2.5978 0.29
O -1.0427 3.1527 3.6675 -0.58
O -0.2722 0.3260 3.1786 -0.90
H -5.2787 4.4926 1.9416 0.30
H -3.0368 4.0927 2.4347 0.49
H -5.6883 1.1489 0.7601 0.57
Br 3.0508 -6.4273 1.1223 -0.21
C 2.4549 -4.6348 1.1603 0.21
C 3.3475 -3.5792 1.0794 0.09
Br 5.2055 -3.9053 0.9632 -0.22
C 2.8828 -2.2520 1.0799 0.24
Br 4.0647 -0.7960 0.9116 0.10
C 1.5243 -1.9770 1.1793 -0.16
O 0.9789 -0.7708 1.1590 -0.57
C 0.6318 -3.0657 1.3031 -0.22
O -0.6487 -2.7416 1.4131 -0.81
C 1.0830 -4.3672 1.2630 0.04
Br -0.2280 -5.7257 1.3427 -0.15
O 0.1441 2.4468 1.8712 -0.66
C 1.3241 2.0674 2.6222 2.49
C 1.7090 3.1228 3.6466 -0.61
C 2.1675 2.9817 4.9176 -0.32
C 2.5094 4.2272 5.5234 -0.73
C 2.3067 5.2835 4.6938 -0.58
S 1.7108 4.7795 3.1719 -0.10
C 0.9364 0.6833 3.2875 0.88
C 1.9619 -0.0095 3.9069 -0.17
C 1.9710 -1.2451 4.5574 -0.92
C 0.9834 -2.1174 5.0310 -0.43
S -0.6675 -1.9864 5.1357 -0.32
C 2.4104 2.0156 1.5708 -0.48
C 3.7189 2.3713 1.7288 -0.44
C 4.4631 2.3107 0.5214 -1.09
C 3.6888 1.9431 -0.5383 -0.51
S 2.0847 1.6305 -0.0691 0.13
H 2.2297 2.0288 5.4198 0.58
H 2.8824 4.3199 6.5334 0.40
H 2.4643 6.3305 4.8977 0.46
H 2.9448 0.4281 3.7614 0.41
H 2.9779 -1.6092 4.7549 0.28
H 1.4152 -3.0319 5.4398 0.25
H 4.1353 2.6685 2.6810 0.55
H 5.5166 2.5390 0.4475 0.38
H 3.9870 1.8130 -1.5664 0.45
N -1.1367 -2.3834 -5.5534 0.04
C -1.2432 -2.0800 -6.8939 0.70
C -1.1311 -2.8527 -8.0462 -1.04
C -1.2845 -2.1925 -9.2486 -0.40
C -1.5442 -0.8115 -9.3027 -0.46
C -1.6519 -0.0554 -8.1544 -0.74
C -1.4935 -0.7039 -6.9295 0.50
N -1.5360 -0.1894 -5.6439 -0.66
C -1.3236 -1.2131 -4.8654 -0.14
C -1.2641 -1.1411 -3.3970 1.43
C -1.3262 0.0988 -2.7744 -1.04
C -1.2460 0.1653 -1.4007 -0.23
N -1.1103 -0.9319 -0.6453 -0.04
C -1.0705 -2.1362 -1.2311 -0.57
C -1.1376 -2.2715 -2.6036 -1.24
H -0.9539 -3.2869 -5.1568 0.16
H -0.9376 -3.9166 -8.0062 0.38
H -1.2042 -2.7504 -10.1725 0.37
H -1.6625 -0.3376 -10.2683 0.38
H -1.8549 1.0066 -8.1880 0.43
H -1.4217 0.9977 -3.3651 0.54
H -1.2508 1.1103 -0.8782 0.48
H -1.0060 -2.9842 -0.5671 0.78
H -1.1033 -3.2703 -3.0160 0.31
```


# 6
The following is a DFT calculation (wB97M-V/def2-TZVPD) of a 11-piece molecular cluster, C9H41NO12 overall in a non-equilibrium geometry.

Properties
gap between HOMO and LUMO	0.347	Eh
energy above the lowest of the compared OMol25 structures with the same formula, charge and spin	0.00	kJ/mol
largest force on an atom	1.32	eV Å⁻¹
SMILES	COCCNCCOC.CO.CO.CO.O.O.O.O.O.O.O
HOMO	-9.3	eV
LUMO	0.1	eV

Structure (XYZ):
```
63
Properties=species:S:1:pos:R:3:mulliken_charge:R:1
C -3.4714 3.3462 -2.0064 -0.84
O -2.7110 2.1793 -2.1739 -0.27
C -1.5237 2.4073 -2.8982 -0.53
C -0.9421 1.0761 -3.2892 -0.69
N -0.1206 0.5501 -2.2141 0.60
C 0.8446 -0.4788 -2.6117 -0.86
C 0.2790 -1.8524 -2.8419 -0.68
O -0.6353 -2.1581 -1.8227 -0.03
C -1.1866 -3.4425 -1.9971 -0.97
H -2.9959 4.0386 -1.2949 0.33
H -4.4468 3.0584 -1.6232 0.26
H -3.6037 3.8767 -2.9577 0.33
H -0.7767 2.9487 -2.2910 0.19
H -1.7014 3.0736 -3.7607 0.54
H -0.3672 1.1383 -4.2132 0.51
H -1.8132 0.4366 -3.5115 0.25
H -0.7271 0.0301 -1.5822 -0.60
H 1.6237 -0.5075 -1.8436 0.16
H 1.3485 -0.1947 -3.5419 0.49
H 1.1141 -2.5628 -2.8247 0.46
H -0.2364 -1.8916 -3.8103 0.49
H -1.8033 -3.6820 -1.1333 0.27
H -0.4081 -4.2148 -2.0757 0.35
H -1.7866 -3.5028 -2.9159 0.33
C 1.9466 2.8054 -0.6081 -0.10
O 3.2645 3.1410 -0.1436 -0.57
H 1.7241 1.7444 -0.4703 -0.16
H 1.2395 3.3634 -0.0022 0.21
H 1.8495 3.0641 -1.6646 0.35
H 3.8987 2.6066 -0.6276 0.30
C 0.4311 -3.4162 2.9513 -0.09
O 0.9992 -3.7588 4.2089 -0.60
H 1.0791 -2.7341 2.3912 0.00
H 0.2846 -4.3049 2.3320 0.32
H -0.5016 -2.8982 3.1282 0.12
H 1.8366 -4.1975 4.0316 0.32
C -2.6141 -0.8192 0.1615 0.45
O -2.7360 -1.4702 1.4487 -0.52
H -1.5868 -0.5157 0.0301 -0.65
H -2.9464 -1.5049 -0.6153 0.28
H -3.2569 0.0656 0.1637 0.29
H -3.6497 -1.7546 1.5340 0.25
O 2.4075 -0.9227 4.0553 -0.61
H 2.9914 -0.9618 3.2923 0.29
H 2.0451 -1.8170 4.1377 0.34
O -1.2271 2.0677 0.8778 -0.30
H -1.4088 2.6201 1.6455 0.19
H -2.0253 2.1185 0.3413 0.17
O 1.3263 3.1664 3.3259 -0.67
H 0.3837 3.0092 3.4487 0.32
H 1.6766 2.3283 3.0024 0.24
O 1.1541 -0.1266 1.2560 -0.09
H 0.6068 0.5725 0.8646 -0.06
H 1.7826 0.3382 1.8288 0.12
O -0.9236 -0.2737 3.2977 -0.66
H -1.3994 -0.9213 2.7630 0.26
H -0.1430 -0.0891 2.7592 0.35
O 3.5897 1.2805 2.4560 -0.58
H 4.3787 1.0778 2.9699 0.26
H 3.8241 1.0895 1.5405 0.27
O 1.9770 -2.9380 -0.2968 -0.64
H 2.6281 -2.2425 -0.1677 0.36
H 1.1411 -2.4644 -0.4124 0.18
```